Record 1
Here is the molecule C4H5N3 at a distorted geometry from the Open Molecules 2025 dataset. Energies are from the ωB97M-V functional and the def2-TZVPD basis.

Cartesian coordinates (Å):
1 N 2.730250 -1.437633 0.453855
2 C 1.775045 -0.902015 0.082455
3 C 0.593521 -0.186733 -0.393279
4 C -0.714862 -0.927252 -0.627251
5 N -1.675343 -0.000569 -0.594995
6 C -1.230556 1.100993 -0.016450
7 N 0.004880 0.655720 0.678947
8 H 0.845830 0.486877 -1.236710
9 H -0.789938 -1.831366 -1.208645
10 H -0.302727 -0.181294 1.273459
11 H -1.829194 1.871903 0.448591
12 H 0.593097 1.351365 1.140027

Forces on atoms 1 to 6 (eV/Å):
N -0.94 0.52 -0.35
C 0.78 -0.59 0.30
C -0.03 -0.06 0.02
C 0.01 -0.02 -0.52
N 0.16 -0.03 0.00
C -0.13 -0.04 -0.03

As for the lowest unoccupied orbital energy: 0.015 Ha.



Record 2
Here is a cluster of 6 separate species, H12O6 in total at a distorted geometry from the Open Molecules 2025 dataset. Energies are from the ωB97M-V functional and the def2-TZVPD basis.

Cartesian coordinates (Å):
1 O -0.357176 4.397813 1.077033
2 H -0.961242 5.078725 0.701881
3 H -0.705613 3.541033 0.908470
4 O 2.232324 -4.054598 -2.959648
5 H 1.725424 -3.495207 -2.385454
6 H 2.836849 -3.587973 -3.502172
7 O 0.614733 1.826219 -0.548376
8 H 1.580796 2.039391 -0.670559
9 H 0.534810 1.201090 0.169799
10 O -2.310636 2.331960 -0.696182
11 H -1.625234 2.213486 -1.344141
12 H -2.146943 1.668532 0.037489
13 O -0.476583 -3.206203 1.775168
14 H -0.550397 -2.598264 2.464847
15 H -0.270327 -3.932093 2.357242
16 O 0.046008 -0.907956 1.177297
17 H 0.568698 -1.694435 0.857571
18 H -0.735492 -0.821518 0.579736

Forces on atoms 1 to 6 (eV/Å):
O 0.22 2.40 0.31
H 0.51 -1.27 0.32
H -0.67 -1.05 -0.72
O -0.45 -2.06 0.18
H -0.13 0.92 0.26
H 0.55 1.17 -0.40

As for the net charge: -1. As for the lowest unoccupied orbital energy (spin up / spin down): 0.131 / 0.130 Ha. Its multiplicity is 2.



Record 3
Here is the molecule C6H12ClNSi at a distorted geometry from the Open Molecules 2025 dataset. Energies are from the ωB97M-V functional and the def2-TZVPD basis.

Cartesian coordinates (Å):
1 C 2.966167 1.074053 -0.800852
2 C 1.729805 1.005477 -1.395125
3 Si -0.034744 0.955380 -0.701899
4 Cl -0.608274 2.902961 -0.515304
5 C -1.080456 -0.017289 -1.921616
6 C -2.369510 -0.064202 -1.790960
7 N -0.308646 0.117254 0.833633
8 C -0.700506 0.869830 2.066111
9 C 0.471629 -1.020994 1.253609
10 H 3.851965 0.891940 -1.425155
11 H 3.018547 0.978193 0.322509
12 H 1.787625 0.801375 -2.474367
13 H -0.658746 -0.055163 -2.957119
14 H -3.176622 -0.252987 -2.628101
15 H -2.801006 0.071279 -0.791562
16 H 0.152479 1.297501 2.474456
17 H -1.680754 1.446033 1.826607
18 H -1.105410 0.053880 2.740180
19 H 1.174659 -0.618996 2.139559
20 H -0.274637 -1.762621 1.521158
21 H 0.988162 -1.399860 0.408751

Forces on atoms 1 to 6 (eV/Å):
C -2.29 -1.34 0.29
C 1.60 -0.33 0.41
Si 0.53 -2.01 0.95
Cl -0.31 0.30 0.01
C 2.60 1.62 -1.98
C -3.87 -0.68 -0.44

As for the lowest unoccupied orbital energy: 0.025 Ha. As for the SMILES: C=C[Si](Cl)(C=C)N(C)C.



Record 4
Here is the ion C2H12N6 with charge +2 at a distorted geometry from the Open Molecules 2025 dataset. Energies are from the ωB97M-V functional and the def2-TZVPD basis.

Cartesian coordinates (Å):
1 N -0.667580 1.713245 -2.100007
2 N 0.641245 1.392894 -1.773125
3 C 1.156679 1.339708 -0.456379
4 N 0.757397 0.088518 0.147864
5 N 1.604515 -1.041610 0.035538
6 C -0.608367 -0.313606 0.453200
7 N -0.697638 -1.716925 1.192837
8 N -1.470630 -1.496454 2.386794
9 H -0.852603 1.541976 -3.054992
10 H -0.933329 2.727211 -1.875142
11 H 1.075026 0.714229 -2.421006
12 H 0.797349 2.147903 0.325767
13 H 2.277124 1.449382 -0.548587
14 H 1.119060 -1.851950 0.573045
15 H 2.631348 -0.941391 -0.051418
16 H -1.208965 0.410264 0.985329
17 H -1.177900 -0.700826 -0.483660
18 H -1.189272 -2.558156 0.845522
19 H -2.210248 -2.131386 2.716137
20 H -1.043208 -0.773027 3.102285

Forces on atoms 1 to 6 (eV/Å):
N 1.40 1.83 2.04
N -1.52 0.19 -2.06
C 0.02 1.52 3.07
N 0.92 -2.32 1.22
N -1.93 -1.13 0.00
C -0.36 -2.38 -2.75

As for the net charge: +2. As for the lowest unoccupied orbital energy (spin up / spin down): -0.388 / -0.377 Ha. As for the SMILES: NNCN(N)C[NH+]=[NH2+].



Record 5
Here is a structure of composition C47H62AsB2F6N4O3PTi from the Open Molecules 2025 dataset. Energies are from the ωB97M-V functional and the def2-TZVPD basis.

Cartesian coordinates (Å):
1 Ti 0.241244 -0.475094 1.081739
2 O -1.720021 1.797338 3.167181
3 H -1.540436 1.505903 2.245021
4 H -1.252071 1.109084 3.661213
5 O 1.524550 0.505075 -0.678724
6 H 2.168888 1.121571 -0.283216
7 H 0.655427 0.978296 -0.600135
8 O 2.234735 -1.457021 1.745132
9 H 2.990445 -0.859608 1.855216
10 H 1.887937 -1.590680 2.645705
11 F 3.096934 2.977817 2.763518
12 B 2.948601 1.836560 2.000219
13 F 1.592950 1.420367 1.962413
14 F 3.372566 2.102543 0.659925
15 F 3.731470 0.774016 2.495199
16 F 0.014328 -2.099443 -1.682508
17 B -0.580324 -1.956301 -0.428167
18 F -1.819765 -2.511222 -0.543529
19 C -0.126586 -2.097024 8.271111
20 C 1.071892 -1.584787 7.780660
21 C 1.195836 -1.241065 6.450719
22 C 0.139588 -1.390825 5.526503
23 C -1.071405 -1.885389 6.052641
24 C -1.190543 -2.231730 7.386282
25 C 0.355360 -0.986387 4.149017
26 C -0.364635 -1.189082 2.985764
27 C -1.490330 -2.138214 2.944130
28 C -1.329160 -3.497122 3.263946
29 C -2.375215 -4.392229 3.158318
30 C -3.632133 -3.966564 2.734055
31 C -3.809436 -2.628879 2.412020
32 C -2.756598 -1.732999 2.511109
33 H -0.230363 -2.372074 9.313996
34 H 1.921700 -1.449325 8.441782
35 H 2.135425 -0.838320 6.086812
36 H -1.933252 -1.983421 5.410753
37 H -2.144929 -2.606814 7.741304
38 H 1.216735 -0.313755 4.058963
39 H -0.353698 -3.835253 3.596582
40 H -2.208967 -5.434620 3.409945
41 H -4.453262 -4.669072 2.649903
42 H -4.775686 -2.275975 2.066718
43 H -2.895350 -0.692714 2.244412
44 C 7.863562 -3.657770 -2.028913
45 C 7.574318 -2.375851 -1.580905
46 C 6.252644 -1.992847 -1.404900
47 C 5.199867 -2.865124 -1.694668
48 C 5.506242 -4.152518 -2.122391
49 C 6.828275 -4.545219 -2.288934
50 As 3.388957 -2.146800 -1.332094
51 C 2.371921 -3.790618 -1.613150
52 C 2.296930 -4.496765 -2.809221
53 C 1.534253 -5.653057 -2.889075
54 C 0.841803 -6.106538 -1.772720
55 C 0.913147 -5.407300 -0.578775
56 C 1.677981 -4.250575 -0.498296
57 C 3.089288 -1.203806 -3.023717
58 C 3.907717 -0.122276 -3.339681
59 C 3.659952 0.651377 -4.464218
60 C 2.573852 0.364518 -5.276581
61 C 1.732177 -0.689003 -4.947352
62 C 1.982484 -1.466762 -3.824519
63 H 8.894221 -3.967156 -2.159932
64 H 8.367948 -1.676387 -1.349455
65 H 6.044533 -1.002583 -1.014070
66 H 4.716619 -4.866103 -2.319412
67 H 7.041629 -5.554475 -2.621071
68 H 2.829483 -4.142418 -3.684894
69 H 1.473855 -6.191707 -3.827948
70 H 0.230630 -6.999054 -1.841228
71 H 0.349916 -5.733758 0.286466
72 H 1.695249 -3.677480 0.422597
73 H 4.740372 0.142686 -2.699161
74 H 4.306231 1.492033 -4.687654
75 H 2.369152 0.976735 -6.147399
76 H 0.857074 -0.898377 -5.552085
77 H 1.283378 -2.243591 -3.547366
78 N -1.048373 1.004432 0.344730
79 P -1.683191 2.129764 -0.469220
80 N -1.419289 3.731597 0.015586
81 C 0.009107 3.974883 0.283754
82 C 0.286874 5.466351 0.362059
83 C -0.574567 6.111925 1.441325
84 C -2.040178 5.766872 1.207595
85 C -2.223034 4.258394 1.118273
86 N -1.196804 2.212982 -2.090165
87 C -1.018177 0.949661 -2.797643
88 C -1.655740 1.007700 -4.177733
89 C -1.099303 2.177643 -4.978118
90 C -1.265887 3.472656 -4.193269
91 C -0.644800 3.347018 -2.803999
92 N -3.356520 2.021118 -0.509828
93 C -4.010424 0.856334 0.088841
94 C -5.483448 0.821747 -0.297492
95 C -6.123582 2.180750 -0.047588
96 C -5.447122 3.264897 -0.906828
97 C -4.116460 2.776708 -1.485019
98 H 0.611818 3.516031 -0.503296
99 H 0.295309 3.475305 1.218635
100 H 0.063787 5.925726 -0.608232
101 H 1.349242 5.620123 0.565525
102 H -0.422457 7.195144 1.474311
103 H -0.269620 5.715386 2.415343
104 H -2.379716 6.219797 0.268539
105 H -2.666770 6.164505 2.012171
106 H -3.267886 4.004155 0.944355
107 H -1.923757 3.789813 2.066730
108 H -1.443610 0.141781 -2.202777
109 H 0.054037 0.721194 -2.888384
110 H -2.739926 1.122229 -4.062201
111 H -1.478615 0.060669 -4.695098
112 H -1.573425 2.248381 -5.962146
113 H -0.030446 2.006323 -5.148674
114 H -2.332231 3.698811 -4.075036
115 H -0.807916 4.312816 -4.726160
116 H -0.821910 4.251507 -2.224009
117 H 0.446755 3.221822 -2.910513
118 H -3.934765 0.930697 1.178671
119 H -3.502291 -0.069852 -0.197414
120 H -5.973322 0.041000 0.288943
121 H -5.598813 0.539348 -1.348536
122 H -6.003551 2.421513 1.012702
123 H -7.199477 2.151710 -0.239053
124 H -5.268569 4.160704 -0.307505
125 H -6.099561 3.567028 -1.732775
126 H -3.517822 3.632775 -1.803258
127 H -4.291679 2.183131 -2.397042

Forces on atoms 1 to 6 (eV/Å):
Ti 0.29 0.13 0.06
O 0.00 -0.22 -0.04
H 0.01 0.13 -0.08
H 0.00 0.05 0.07
O -0.27 0.26 0.18
H 0.00 -0.13 -0.13

As for the net charge: -2. As for the lowest unoccupied orbital energy (spin up / spin down): 0.149 / 0.149 Ha. Its multiplicity is 3.